{"formula": "C2H5OP", "method": "wB97M-V/def2-TZVPD", "species": ["C", "C", "O", "P", "H", "H", "H", "H", "H"], "coordinates": [[1.57751, 0.20379, -0.02181], [0.37779, 0.35172, 0.42521], [-0.60205, -0.60140, 0.31978], [-2.55919, 0.09127, 0.23140], [1.66626, -0.71468, -0.68404], [2.27977, 0.96666, 0.29267], [-0.00160, 1.10937, 0.94472], [-0.40288, -1.21931, -0.40385], [-2.33562, -0.18743, -1.10408]], "nbo_charge": [-0.49, 0.15, -0.65, -0.06, 0.20, 0.24, 0.19, 0.52, -0.10], "lumo_ev": 0.1, "homo_lumo_gap_ha": 0.2654, "mol_weight_g_mol": 76.0, "e_above_lowest_kcal_mol": 87.7, "charge": 0}